Run a
# C5H11N2

An isolated ion of composition C5H11N2 and charge +1 (the ωB97M-V functional and the def2-TZVPD basis, the Open Molecules 2025 dataset).

SMILES string: C#C[C@@H](NC)[NH2+]C
Charge: +1

XYZ file:
```
18
Properties=species:S:1:pos:R:3:nbo_charge:R:1
C 3.147 0.133 0.035 -0.118
C 1.954 0.067 -0.153 -0.062
C -0.754 -2.091 -0.089 -0.418
C -1.557 1.408 0.055 -0.417
C 0.552 0.143 -0.446 0.018
N -0.064 -0.865 0.378 -0.643
N -0.005 1.469 0.079 -0.518
H 4.121 -0.088 0.347 0.257
H -1.170 -1.873 -1.107 0.198
H -0.182 -2.949 -0.123 0.213
H -1.726 -2.243 0.397 0.219
H -2.001 0.467 0.342 0.267
H -2.034 2.164 0.763 0.250
H -1.768 1.823 -0.827 0.217
H 0.142 -0.035 -1.420 0.247
H 0.484 -1.255 1.118 0.396
H 0.412 2.300 -0.380 0.447
H 0.449 1.427 1.031 0.447
```

=====

Run b
# C5H11N2

A 2-piece molecular cluster, C5H11N2 overall (the ωB97M-V functional and the def2-TZVPD basis, the Open Molecules 2025 dataset).

Charge: +1

XYZ file:
```
18
Properties=species:S:1:pos:R:3:nbo_charge:R:1
C 0.521 0.677 -2.013 -0.488
C -0.576 -2.432 -0.478 -0.110
C -1.222 0.926 0.747 -0.444
C 1.108 0.767 1.641 -0.648
C -0.365 0.168 1.406 -0.174
N 0.685 -0.642 -1.420 0.100
N -0.006 -1.372 -0.791 0.110
H 1.504 1.021 -2.274 0.264
H 0.172 0.501 -3.014 0.280
H -1.149 -3.006 -1.208 0.265
H -0.755 -2.864 0.479 0.266
H -2.247 0.658 0.593 0.212
H -0.996 2.029 0.761 0.213
H -0.136 1.382 -1.396 0.275
H 2.007 0.290 1.288 0.227
H 1.140 0.832 2.663 0.236
H 1.097 1.782 1.245 0.215
H -0.779 -0.717 1.770 0.200
```

=====

Most stable one: run a, least stable one: run b.

=====

Run a
# C3H11N2

A 2-piece molecular cluster, C3H11N2 overall (the ωB97M-V functional and the def2-TZVPD basis, the Open Molecules 2025 dataset).

Charge: +1

XYZ file:
```
16
Properties=species:S:1:pos:R:3:nbo_charge:R:1
C 0.392 -1.370 -0.060 -0.430
C 1.436 0.857 -0.248 -0.460
C -0.948 0.658 0.247 0.030
N -2.050 -0.020 -0.294 -0.884
N 0.203 0.035 -0.379 -0.400
H -0.289 -2.073 -0.512 0.251
H 1.462 -1.713 -0.413 0.245
H 0.301 -1.441 0.963 0.228
H 1.613 1.168 0.886 0.254
H 2.441 0.422 -0.605 0.272
H 1.240 1.786 -0.816 0.232
H -0.368 0.576 1.798 0.133
H -0.672 1.717 -0.092 0.235
H -2.682 0.658 -0.658 0.410
H -2.552 -0.889 0.101 0.440
H -0.023 0.163 -1.394 0.444
```

=====

Run b
# C3H11N2

An isolated ion of composition C3H11N2 and charge +1 (the ωB97M-V functional and the def2-TZVPD basis, the Open Molecules 2025 dataset).

SMILES string: NCCC[NH3+]
Charge: +1

XYZ file:
```
16
Properties=species:S:1:pos:R:3:nbo_charge:R:1
C -0.196 0.452 1.095 -0.253
C -0.633 0.908 -0.222 -0.420
C -0.235 -0.141 -1.245 -0.254
N -0.784 -1.493 -0.820 -0.866
N 1.240 0.284 1.108 -0.656
H -0.680 -0.498 1.228 0.263
H -0.556 1.051 1.945 0.241
H -0.060 1.798 -0.475 0.202
H -1.621 1.087 0.025 0.252
H -0.746 0.042 -2.243 0.234
H 0.804 -0.190 -1.459 0.182
H -1.448 -1.811 -1.618 0.397
H -0.077 -2.138 -0.725 0.355
H 1.685 0.997 0.565 0.437
H 1.742 0.276 2.001 0.448
H 1.564 -0.626 0.840 0.439
```

=====

Run c
# C3H11N2

A 2-piece molecular cluster, C3H11N2 overall (the ωB97M-V functional and the def2-TZVPD basis, the Open Molecules 2025 dataset).

Charge: +1

XYZ file:
```
16
Properties=species:S:1:pos:R:3:nbo_charge:R:1
N 0.990 -0.053 -0.594 -0.718
C -0.046 1.030 -0.604 -0.258
C -0.260 2.074 1.644 -0.305
C -0.653 1.168 0.761 -0.258
H 1.537 -0.093 -1.455 0.430
H 1.569 0.059 0.240 0.434
H -0.790 0.757 -1.351 0.229
H 0.459 1.945 -0.915 0.229
H -0.684 2.160 2.632 0.230
H 0.485 2.815 1.372 0.203
H -1.473 0.490 0.969 0.218
N -0.284 -2.557 -0.535 -1.078
H 0.346 -3.340 -0.398 0.395
H 0.554 -1.056 -0.550 0.463
H -0.763 -2.753 -1.410 0.393
H -0.988 -2.646 0.194 0.395
```

=====

Most stable one: run c, least stable one: run a.

=====

Run a
# C3H11N2

An isolated ion of composition C3H11N2 and charge +1 (the ωB97M-V functional and the def2-TZVPD basis, the Open Molecules 2025 dataset).

SMILES string: C[C@@H]([NH3+])CN
Charge: +1

XYZ file:
```
16
Properties=species:S:1:pos:R:3:nbo_charge:R:1
N -1.415 -0.499 0.950 -0.676
C -0.477 0.296 0.043 -0.044
C -0.675 -0.143 -1.391 -0.663
C 0.988 0.128 0.624 -0.231
N 1.952 0.349 -0.445 -0.830
H -1.230 -0.312 1.933 0.442
H -1.474 -1.498 0.774 0.444
H -2.357 -0.186 0.736 0.439
H -0.631 1.362 0.204 0.222
H -0.036 -0.992 -1.631 0.252
H -0.165 0.635 -1.965 0.272
H -1.732 -0.157 -1.638 0.225
H 1.022 0.859 1.435 0.191
H 1.102 -0.883 1.020 0.195
H 2.770 -0.239 -0.257 0.383
H 2.358 1.281 -0.391 0.378
```

=====

Run b
# C3H11N2

An isolated ion of composition C3H11N2 and charge +1 (the ωB97M-V functional and the def2-TZVPD basis, the Open Molecules 2025 dataset).

SMILES string: C[NH2+]CCN
Charge: +1

XYZ file:
```
16
Properties=species:S:1:pos:R:3:nbo_charge:R:1
C -1.074 -0.816 0.659 -0.255
N -1.072 -1.222 -0.778 -0.887
C -0.549 0.625 0.645 -0.261
N 0.463 0.780 -0.544 -0.529
C 1.829 0.583 -0.063 -0.454
H -2.038 -1.015 1.114 0.240
H -0.316 -1.465 1.227 0.213
H -2.042 -1.090 -1.267 0.388
H -0.965 -2.175 -0.925 0.387
H -1.375 1.394 0.650 0.245
H -0.289 1.007 1.600 0.255
H 0.347 1.682 -1.077 0.445
H 0.278 0.113 -1.304 0.482
H 2.536 0.607 -0.951 0.240
H 2.326 1.368 0.577 0.254
H 1.942 -0.377 0.436 0.238
```

=====

Run c
# C3H11N2

A 2-piece molecular cluster, C3H11N2 overall (the ωB97M-V functional and the def2-TZVPD basis, the Open Molecules 2025 dataset).

Charge: +1

XYZ file:
```
16
Properties=species:S:1:pos:R:3:nbo_charge:R:1
C -1.929 1.178 -0.448 -0.424
N -0.856 1.247 0.566 -0.855
H -2.359 2.154 -0.601 0.222
H -1.577 0.785 -1.402 0.183
H -2.735 0.535 -0.108 0.218
H -1.069 0.675 1.376 0.390
H -0.692 2.195 0.881 0.400
H 0.389 0.397 -0.053 0.460
C 1.214 -1.936 0.878 -0.349
C 1.396 -1.489 -0.340 -0.064
N 1.270 -0.028 -0.569 -0.749
H 0.955 -1.358 1.755 0.217
H 1.203 -2.993 1.121 0.247
H 1.532 -2.039 -1.260 0.237
H 1.173 0.194 -1.565 0.431
H 2.084 0.483 -0.231 0.434
```

=====

Run d
# C3H11N2

A 2-piece molecular cluster, C3H11N2 overall (the ωB97M-V functional and the def2-TZVPD basis, the Open Molecules 2025 dataset).

Charge: +1

XYZ file:
```
16
Properties=species:S:1:pos:R:3:nbo_charge:R:1
N 2.140 -0.179 -1.038 -1.083
H 0.503 0.109 -0.571 0.473
H 2.698 -0.667 -0.341 0.395
H 2.307 -0.643 -1.929 0.400
H 2.531 0.759 -1.115 0.388
C -1.607 -1.744 0.509 -0.341
C -0.775 -0.768 0.790 -0.065
N -0.474 0.305 -0.171 -0.566
C -0.491 1.657 0.454 -0.419
H -2.138 -1.828 -0.427 0.217
H -1.781 -2.516 1.243 0.246
H -0.249 -0.654 1.728 0.227
H -1.154 0.246 -0.927 0.425
H -1.464 1.823 0.908 0.238
H 0.291 1.695 1.204 0.229
H -0.337 2.406 -0.317 0.235
```

=====

Most stable one: run d, least stable one: run b.

=====

Run a
# C7H16N

A 2-piece molecular cluster, C7H16N overall (the ωB97M-V functional and the def2-TZVPD basis, the Open Molecules 2025 dataset).

Charge: +1

XYZ file:
```
24
Properties=species:S:1:pos:R:3:nbo_charge:R:1
C -0.919 1.200 -0.878 -0.265
C -0.276 1.935 0.020 -0.153
C -0.726 2.201 1.423 -0.659
C -0.516 1.105 -2.330 -0.637
H -1.843 0.687 -0.624 0.202
H 0.620 2.441 -0.323 0.202
H 0.115 2.530 2.027 0.227
H -1.502 2.959 1.447 0.248
H -1.114 1.294 1.895 0.209
H 0.230 1.850 -2.588 0.231
H -1.368 1.229 -2.996 0.245
H -0.083 0.128 -2.605 0.170
C -0.553 -1.743 1.564 -0.631
C 0.840 -1.386 1.100 -0.229
C 1.769 -1.947 -1.084 0.122
N 0.892 -1.369 -0.381 -0.386
H -1.282 -1.063 1.122 0.225
H -0.825 -2.757 1.274 0.231
H -0.620 -1.646 2.648 0.256
H 1.132 -0.384 1.424 0.243
H 1.595 -2.100 1.431 0.223
H 1.717 -1.865 -2.162 0.234
H 2.548 -2.513 -0.584 0.226
H 0.172 -0.786 -0.820 0.465
```

=====

Run b
# C7H16N

A 2-piece molecular cluster, C7H16N overall (the ωB97M-V functional and the def2-TZVPD basis, the Open Molecules 2025 dataset).

Charge: +1

XYZ file:
```
24
Properties=species:S:1:pos:R:3:nbo_charge:R:1
C -1.858 -0.085 -0.773 -0.205
C -1.586 -1.085 0.332 -0.388
C -1.059 -0.457 1.651 -0.395
C -0.021 0.611 1.374 -0.573
C 0.999 0.133 0.378 0.511
C 2.192 0.670 0.242 -0.265
C 3.196 0.421 -0.853 -0.639
N -2.822 0.986 -0.565 -0.851
H -2.299 -0.651 -1.604 0.216
H -0.838 0.256 -1.032 0.160
H -0.676 -1.624 0.002 0.207
H -2.434 -1.682 0.694 0.246
H -1.890 -0.067 2.234 0.247
H -0.438 -1.192 2.204 0.215
H -0.541 1.548 1.030 0.256
H 0.361 1.073 2.311 0.354
H 1.523 -1.612 -1.606 -0.072
H 2.655 1.258 1.055 0.347
H 2.704 0.023 -1.719 0.246
H 3.897 -0.331 -0.447 0.274
H 3.855 1.297 -0.980 0.266
H -2.476 1.899 -0.855 0.379
H 1.243 -2.156 -2.031 0.081
H -3.688 0.767 -1.042 0.384
```

=====

Most stable one: run a, least stable one: run b.